# 1
Below is 9 unconnected molecules or ions with the total composition H18O9, with properties calculated with ωB97M-V/def2-TZVPD.

```
27
Properties=species:S:1:pos:R:3:forces:R:3:nbo_charge:R:1
O 0.78502 -1.00468 3.16634 -1.819 -1.372 -3.757 -0.9605
H 0.17183 -1.70616 2.59372 2.149 2.615 2.449 0.4976
H 0.96862 -0.34434 2.42437 -0.392 -1.076 1.644 0.4554
O 0.44978 2.56740 0.57728 2.236 -5.829 1.192 -0.9642
H 0.31278 3.32807 0.18340 -1.697 6.001 -2.028 0.4692
H 0.14204 2.40215 1.43940 -1.021 0.543 1.457 0.5016
O 0.62418 -2.12058 0.71762 -4.957 0.594 0.057 -0.9590
H 1.41830 -1.95755 1.08005 4.560 0.630 1.691 0.4758
H 0.67955 -2.61355 -0.05508 0.380 -1.386 -2.213 0.4894
O 0.50772 -2.55034 -2.63293 -0.373 -1.738 0.030 -0.9838
H 0.95222 -1.72404 -2.46699 -0.638 0.665 -0.611 0.4881
H -0.20039 -2.61585 -3.30876 1.008 1.071 0.765 0.4964
O -0.71095 0.51044 -1.38990 -0.300 1.242 -1.834 -0.9935
H -0.53186 1.30409 -2.00815 -0.208 -1.892 1.812 0.4773
H 0.03720 0.43548 -0.78279 0.095 0.507 -0.105 0.5016
O -2.42195 -1.95536 1.91410 -0.291 0.534 2.884 -0.9357
H -2.93809 -2.57073 1.46159 -1.315 -1.582 -1.093 0.4631
H -1.88144 -1.56855 1.27968 1.669 1.119 -1.838 0.4734
O 1.87557 0.99364 -0.69791 1.337 0.441 0.498 -0.9476
H 1.88368 1.17241 -1.63010 0.012 -0.033 -0.721 0.4523
H 2.09976 1.87039 -0.30398 -0.564 -1.137 -0.089 0.4967
O 0.58199 1.40206 -3.92705 1.713 0.131 0.428 -0.9502
H 0.31322 0.47768 -3.78852 0.371 0.356 0.020 0.4855
H 1.57022 1.47552 -3.74262 -2.032 -0.443 -0.570 0.4699
O -1.96641 1.43877 3.32476 2.816 0.654 1.211 -0.9743
H -2.65121 1.04515 2.83652 -1.798 0.028 -0.646 0.4916
H -2.07136 2.30848 3.73595 -0.941 -0.646 -0.632 0.4837
```
Positions in Å, forces in eV/Å.

## Properties
ΔE to the lowest compared entry with this formula, charge and spin	102.8	kcal per mole
highest occupied orbital energy	-10.54	eV
E	-687.86196	Eh
net charge	0
LUMO energy	-0.00227	Eh
orbital gap	10.475	eV
SMILES	O.O.O.O.O.O.O.O.O

# 2
Below is 9 unconnected molecules or ions with the total composition H18O9, with properties calculated with ωB97M-V/def2-TZVPD.

```
27
Properties=species:S:1:pos:R:3:forces:R:3:nbo_charge:R:1
H -1.02657 -0.23288 -0.02947 0.017 -0.234 0.431 0.4467
H -0.30869 0.91966 0.65342 -0.071 -0.011 -0.279 0.4686
H 2.05347 -4.62770 -2.66950 -0.017 0.058 -0.073 0.4643
H 1.45220 -3.33210 -2.14995 0.026 0.073 -0.146 0.4675
H 0.09701 -1.49373 3.74549 -0.056 -0.112 -0.024 0.4661
H 1.32113 -2.39461 3.74493 -0.034 -0.097 -0.061 0.4721
H -3.52383 0.99395 2.19167 -0.024 -0.061 -0.157 0.4651
H -3.40240 -0.33875 1.47111 -0.016 0.171 -0.056 0.4691
H 1.34073 4.04120 0.09086 0.133 -0.018 -0.166 0.4762
H 1.14446 3.08512 1.25595 0.464 -0.012 0.107 0.4391
H -1.35491 -1.44601 -3.79474 0.252 -0.300 -0.095 0.4553
H -1.29507 -2.72161 -4.61894 0.103 0.059 -0.088 0.4711
H -0.84562 0.20654 -3.30760 0.242 0.359 -0.026 0.4646
H -0.60490 -0.13121 -1.84540 0.091 0.453 -0.102 0.4556
H -1.89175 3.42563 0.17567 -0.035 -0.055 -0.059 0.4752
H -0.46087 3.25066 0.65733 -0.386 0.217 -0.185 0.4339
H 4.02644 0.72927 3.50061 0.076 0.001 -0.103 0.4667
H 2.91993 0.04273 2.71681 0.087 -0.030 -0.105 0.4620
O -1.15398 0.67815 0.25826 -0.043 -1.514 0.121 -0.9163
O 1.63288 -3.81262 -2.96570 -0.019 -0.144 0.196 -0.9316
O 0.50398 -2.22255 3.26363 0.105 0.246 0.082 -0.9377
O -4.01390 0.39096 1.62138 -0.027 -0.072 0.200 -0.9340
O 1.83033 3.50383 0.72373 -0.220 0.025 0.165 -0.9087
O -1.08674 -1.78135 -4.65765 -0.382 -0.147 -0.035 -0.9323
O -0.14027 0.03769 -2.67280 -0.235 -0.260 0.127 -0.9183
O -1.07034 2.96670 -0.03326 0.150 1.416 0.118 -0.9114
O 3.85729 0.26303 2.67418 -0.180 -0.009 0.212 -0.9288
```
Positions in Å, forces in eV/Å.

## Properties
ΔE to the lowest compared entry with this formula, charge and spin	95.1	kcal per mole
highest occupied orbital energy	-11.02	eV
E	-687.87417	Eh
net charge	0
LUMO energy	-0.01348	Eh
orbital gap	10.650	eV
SMILES	O.O.O.O.O.O.O.O.O

# 3
Below is 9 unconnected molecules or ions with the total composition H18O9, with properties calculated with ωB97M-V/def2-TZVPD.

```
27
Properties=species:S:1:pos:R:3:forces:R:3:nbo_charge:R:1
H 0.77341 -0.26658 -0.50812 -1.024 -1.051 -3.049 0.4480
H -0.06169 -1.41359 -1.05055 -0.317 -0.707 -0.068 0.4558
H 2.76813 0.21589 0.93131 -0.427 0.008 0.277 0.4754
H 2.56974 0.14543 2.54388 0.371 -0.073 -1.337 0.4816
H -3.14951 -4.92940 -0.20710 1.034 -0.194 0.427 0.4685
H -2.10411 -4.25445 0.69075 0.120 0.215 0.201 0.4669
H -4.06735 -1.77589 0.32645 -0.317 -0.439 1.289 0.4693
H -4.60729 -0.38319 -0.20846 0.116 -0.596 0.378 0.4803
H 2.57879 4.36439 1.30563 -2.273 0.149 0.082 0.4758
H 1.51581 3.31121 1.47219 -0.421 0.095 -0.018 0.4698
H 1.25338 4.44460 -0.52369 -1.268 -1.119 -1.433 0.4797
H 0.86447 3.08827 -1.21486 0.046 -0.784 -0.123 0.4667
H -1.28126 1.84128 -1.39752 -0.572 -0.305 1.549 0.4571
H -1.37502 2.03374 -2.83331 1.397 0.034 0.556 0.4699
H -0.55871 -1.16881 1.69317 0.618 0.052 -0.677 0.4628
H -1.89053 -0.92465 2.34646 1.164 -0.683 0.403 0.4672
H 2.33198 -2.62153 -1.50663 -0.297 1.293 1.020 0.4761
H 3.27539 -2.13066 -0.50522 3.430 -0.495 1.457 0.4621
O 0.35853 -0.63179 -1.39642 0.748 1.800 2.890 -0.9030
O 3.17849 0.02737 1.77876 0.070 0.030 1.018 -0.9563
O -2.26285 -5.06253 0.20281 -1.123 -0.005 -0.614 -0.9352
O -4.11272 -1.19139 -0.40333 0.194 1.030 -1.614 -0.9494
O 1.56292 4.26303 1.30668 3.036 -0.120 0.435 -0.9284
O 0.71569 4.02021 -1.26769 1.080 2.216 1.164 -0.9661
O -0.69251 1.98101 -2.11269 -1.046 0.053 -2.292 -0.9247
O -1.02551 -1.39324 2.48714 -1.795 0.627 0.208 -0.9303
O 2.42351 -1.95967 -0.76456 -2.545 -1.032 -2.127 -0.9393
```
Positions in Å, forces in eV/Å.

## Properties
ΔE to the lowest compared entry with this formula, charge and spin	98.1	kcal per mole
highest occupied orbital energy	-10.21	eV
E	-687.86953	Eh
net charge	0
LUMO energy	-0.01281	Eh
orbital gap	9.857	eV
SMILES	O.O.O.O.O.O.O.O.O

# 4
Below is a molecular structure, H18O9Xe, with properties calculated with ωB97M-V/def2-TZVPD.

```
28
Properties=species:S:1:pos:R:3:forces:R:3:nbo_charge:R:1
Xe 5.22997 10.97967 11.43204 0.139 -0.065 0.001 0.0006
O 2.99586 11.04066 7.72766 0.055 -0.822 -0.262 -0.9845
H 3.37012 11.72188 8.28632 0.008 0.808 0.469 0.4952
H 2.39769 11.50938 7.14566 -0.111 0.095 -0.091 0.4724
O 8.68100 12.74323 11.18611 -0.040 0.254 0.026 -0.9357
H 9.05679 12.15041 10.53528 0.066 -0.134 -0.250 0.4715
H 8.55706 12.19868 11.96350 -0.049 -0.102 0.213 0.4646
O 3.70378 13.40745 9.14957 -0.092 -0.445 -0.987 -0.9815
H 3.74626 13.50254 10.10109 -0.077 0.330 0.791 0.5048
H 4.57070 13.67322 8.84290 0.242 0.100 -0.116 0.4710
O 6.66818 7.20435 11.51341 -0.258 -0.076 -0.114 -0.9422
H 7.01788 6.49025 12.04635 0.150 -0.297 0.118 0.4781
H 7.00947 7.99913 11.92338 0.090 0.341 0.039 0.4796
O 3.79707 14.25999 11.71185 0.148 0.201 0.001 -0.9621
H 3.57799 13.75089 12.49227 -0.544 -0.472 0.348 0.5031
H 4.45331 14.88889 12.01198 0.216 0.218 -0.090 0.4776
O 3.82063 7.18113 12.04430 -0.529 0.224 0.324 -0.9737
H 4.75768 7.13728 11.85392 0.743 0.024 -0.172 0.4950
H 3.39681 7.03444 11.19867 -0.160 -0.093 -0.212 0.4722
O 6.08900 10.27744 7.89179 0.477 -0.004 0.213 -0.9515
H 5.94467 10.28958 6.94561 -0.129 0.004 -0.200 0.4713
H 5.21492 10.37637 8.26918 -0.380 -0.021 -0.066 0.4789
O 2.25827 9.59149 12.70912 -0.510 0.581 0.239 -0.9712
H 1.90214 9.67950 11.82500 -0.147 -0.106 -0.313 0.4720
H 3.03798 9.04696 12.60067 0.407 -0.588 -0.022 0.5039
O 1.94326 12.42606 13.24750 0.141 0.768 -0.059 -0.9776
H 1.99192 11.49942 13.01252 0.230 -0.736 -0.024 0.4976
H 1.69790 12.42646 14.17271 -0.083 0.013 0.199 0.4706
```
Positions in Å, forces in eV/Å.

## Properties
ΔE to the lowest compared entry with this formula, charge and spin	6.2	kcal per mole
highest occupied orbital energy	-11.06	eV
E	-1017.31648	Eh
net charge	0
LUMO energy	0.00124	Eh
orbital gap	11.095	eV